Record 1
{
  "formula": "C2H3NOS",
  "method": "ωB97M-V/def2-TZVPD",
  "symbols": ["N", "C", "S", "C", "O", "H", "H", "H"],
  "coordinates": [[-0.3658, 1.2286, -0.0550], [-0.3901, -0.0632, -0.0030], [-1.9242, -0.7719, 0.0363], [0.7677, -0.9890, -0.0684], [1.9207, -0.6227, 0.1138], [-1.1389, 1.7339, 0.3974], [0.6627, 1.5391, -0.1862], [0.4680, -2.0547, -0.2350]],
  "forces_ev_per_angstrom": [[4.202, 2.154, 0.104], [-4.332, -2.607, -0.373], [1.124, -0.338, 0.342], [1.918, 0.006, 0.231], [-1.585, -0.333, -0.372], [0.896, -0.027, -0.737], [-2.469, 0.487, 0.730], [0.246, 0.658, 0.075]],
  "mulliken_charge": [-0.41, 0.30, -0.34, 0.06, -0.47, 0.26, 0.28, 0.32],
  "homo_lumo_gap_ev": 7.88,
  "total_charge": 0,
  "e_homo_ha": -0.329,
  "lumo_ev": -1.073,
  "e_tot_ha": -606.158476,
  "relative_energy_ev": 0.786
}

Record 2
{
  "formula": "C5H7N",
  "method": "ωB97M-V/def2-TZVPD",
  "symbols": ["C", "C", "C", "C", "C", "N", "H", "H", "H", "H", "H", "H", "H"],
  "coordinates": [[1.8768, 0.6440, -1.2322], [0.6319, 0.1578, -0.5557], [-0.4200, 0.7535, -0.0015], [-1.6074, 0.0155, 0.1992], [-1.1747, -1.0948, 1.0448], [-2.1649, -0.3343, 1.5798], [1.9526, 1.7310, -1.3174], [1.8896, 0.2186, -2.2442], [2.7703, 0.2624, -0.7231], [-2.3426, -0.0519, -0.5923], [-0.2170, -1.2035, 1.5509], [0.5152, -0.9516, -0.5417], [-1.9181, 0.2353, 2.3895]],
  "forces_ev_per_angstrom": [[-0.014, 0.082, 0.018], [-0.089, -0.062, 0.001], [1.018, 0.323, -0.741], [-0.575, -0.390, 0.402], [-0.266, -0.833, 0.467], [-0.174, 0.575, 0.130], [-0.121, -0.152, 0.121], [0.062, 0.120, 0.143], [-0.128, 0.088, -0.057], [0.034, -0.142, 0.118], [-0.221, -0.316, -0.228], [0.378, 0.504, -0.219], [0.097, 0.204, -0.156]],
  "mulliken_charge": [-1.16, 0.02, -0.45, 0.19, -0.28, -0.38, 0.31, 0.29, 0.28, 0.32, 0.33, 0.29, 0.26],
  "homo_lumo_gap_ev": [8.69, 7.52],
  "total_charge": 0,
  "e_homo_ha": [-0.309, -0.289],
  "lumo_ev": [0.291, -0.336],
  "e_tot_ha": -249.243377,
  "relative_energy_ev": 6.255
}

Record 3
{
  "formula": "C21H28LiN5Sb",
  "method": "ωB97M-V/def2-TZVPD",
  "symbols": ["Li", "C", "C", "C", "C", "C", "C", "N", "Sb", "C", "C", "C", "C", "C", "C", "N", "C", "C", "C", "C", "C", "C", "N", "H", "H", "H", "H", "H", "H", "H", "H", "H", "H", "H", "H", "H", "H", "H", "H", "H", "H", "N", "C", "C", "C", "N", "H", "H", "H", "H", "H", "H", "H", "H", "H", "H"],
  "coordinates": [[-0.4270, -0.6552, -1.0614], [2.6089, 3.6791, -0.2604], [2.1027, 2.9744, 0.9638], [2.8802, 2.8575, 2.1114], [2.3522, 2.2233, 3.2232], [1.0576, 1.7303, 3.1596], [0.3501, 1.8649, 1.9705], [0.8629, 2.4729, 0.8964], [-1.7186, 1.2139, 1.9153], [-2.1060, 1.6957, -0.1407], [-2.8615, 2.8396, -0.3599], [-3.1631, 3.2125, -1.6602], [-2.7185, 2.4185, -2.6994], [-1.9772, 1.2809, -2.4073], [-1.4904, 0.3620, -3.4918], [-1.6713, 0.9342, -1.1496], [-1.3461, -0.9021, 1.7229], [-0.6911, -1.5754, 2.7514], [-0.7166, -2.9599, 2.7673], [-1.4059, -3.6293, 1.7687], [-2.0238, -2.8927, 0.7646], [-2.8126, -3.5536, -0.3291], [-1.9737, -1.5542, 0.7347], [3.6612, 3.9407, -0.1671], [2.0386, 4.5940, -0.4249], [2.4795, 3.0548, -1.1455], [3.8794, 3.2715, 2.1270], [2.9330, 2.1291, 4.1317], [0.6017, 1.2684, 4.0268], [-3.2120, 3.4303, 0.4767], [-3.7438, 4.1042, -1.8572], [-2.9417, 2.6654, -3.7282], [-1.6891, 0.7673, -4.4812], [-1.9922, -0.6064, -3.4214], [-0.4128, 0.1971, -3.4092], [-0.1896, -1.0264, 3.5391], [-0.2234, -3.5094, 3.5591], [-1.4779, -4.7088, 1.7682], [-2.6373, -4.6278, -0.3667], [-2.5755, -3.1121, -1.2982], [-3.8781, -3.3890, -0.1627], [1.4049, 0.2592, -1.1422], [2.3164, -0.3772, -0.1719], [2.6414, -1.8109, -0.5542], [1.5116, -2.8134, -0.3648], [0.3772, -2.5777, -1.2803], [1.8844, 0.3804, -2.0285], [1.1511, 1.1905, -0.8113], [1.8210, -0.3673, 0.8043], [3.2462, 0.1893, -0.0592], [3.4805, -2.1485, 0.0577], [2.9973, -1.8446, -1.5911], [1.1285, -2.7423, 0.6558], [1.9142, -3.8226, -0.4884], [-0.3096, -3.3115, -1.1446], [0.7036, -2.6835, -2.2376]],
  "forces_ev_per_angstrom": [[-0.013, -0.169, 0.217], [0.016, 0.010, 0.010], [-0.009, -0.014, 0.016], [-0.012, -0.019, 0.032], [0.000, 0.011, -0.040], [0.017, 0.017, -0.011], [-0.064, 0.061, -0.069], [-0.049, -0.077, 0.062], [0.143, 0.081, 0.016], [-0.038, 0.050, -0.001], [0.004, -0.005, 0.015], [-0.010, 0.022, 0.015], [0.021, -0.027, -0.017], [-0.009, 0.028, 0.001], [-0.001, -0.015, -0.018], [0.010, 0.018, -0.176], [-0.052, -0.197, -0.077], [0.009, 0.015, 0.009], [-0.004, 0.019, 0.005], [-0.028, 0.000, -0.019], [0.014, -0.017, 0.002], [0.000, -0.003, 0.000], [0.088, 0.130, 0.082], [-0.005, -0.004, 0.002], [-0.009, -0.002, -0.005], [0.006, 0.007, -0.005], [0.002, -0.007, 0.019], [0.007, 0.005, -0.004], [0.005, 0.006, 0.004], [-0.002, 0.001, -0.001], [-0.001, -0.001, 0.000], [-0.004, 0.007, 0.002], [-0.003, 0.001, 0.001], [0.003, 0.001, 0.003], [-0.005, 0.006, 0.010], [-0.003, -0.006, -0.007], [-0.001, -0.008, -0.004], [0.011, 0.000, 0.009], [0.007, 0.002, 0.003], [-0.011, 0.008, 0.005], [-0.004, -0.004, 0.002], [-0.056, 0.003, 0.069], [-0.044, 0.103, 0.018], [0.041, -0.097, -0.050], [0.054, 0.023, 0.064], [-0.082, 0.081, -0.195], [0.003, -0.024, -0.003], [0.028, -0.013, 0.016], [0.002, 0.032, 0.008], [-0.003, 0.001, -0.006], [0.005, 0.012, -0.001], [0.000, 0.000, -0.001], [0.007, 0.013, -0.002], [-0.009, -0.010, 0.007], [0.009, -0.022, -0.017], [0.019, -0.032, 0.003]],
  "mulliken_charge": [0.94, -1.31, 0.86, -0.61, -0.67, -0.59, 0.11, -0.25, 0.76, -0.03, -0.83, -0.51, -0.87, 0.90, -1.38, 0.15, 0.48, -0.36, -0.88, -0.33, 0.22, -1.16, -0.25, 0.38, 0.34, 0.29, 0.40, 0.44, 0.47, 0.43, 0.42, 0.42, 0.41, 0.24, 0.25, 0.28, 0.43, 0.41, 0.38, 0.22, 0.39, -0.40, -0.17, -0.99, -0.32, -0.57, 0.26, 0.07, 0.05, 0.42, 0.41, 0.33, 0.03, 0.47, 0.17, 0.26],
  "homo_lumo_gap_ev": 9.11,
  "total_charge": 1,
  "e_homo_ha": -0.414,
  "lumo_ev": -2.149,
  "e_tot_ha": -1338.464186,
  "relative_energy_ev": 0.000
}

Record 4
{
  "formula": "C10H13NO3",
  "method": "ωB97M-V/def2-TZVPD",
  "symbols": ["N", "C", "C", "C", "C", "C", "C", "C", "C", "O", "C", "O", "C", "O", "H", "H", "H", "H", "H", "H", "H", "H", "H", "H", "H", "H", "H"],
  "coordinates": [[-3.5876, -0.2337, -0.3529], [-2.1678, -0.3547, -0.2421], [-1.5133, -1.6816, 0.0635], [-0.0722, -1.8276, -0.2095], [0.6048, -0.5750, 0.2284], [0.0674, 0.6563, 0.2479], [0.9089, 1.8408, 0.2002], [2.2958, 1.8039, -0.1583], [2.9339, 0.5386, -0.1924], [4.3105, 0.3359, -0.2668], [2.0718, -0.6868, 0.0914], [2.4895, -1.8513, 0.1619], [-1.3785, 0.8573, 0.2696], [-2.0011, 2.0341, -0.1413], [-3.8089, -0.8070, 0.6372], [-3.6114, 1.0135, -0.3848], [-1.8743, -0.3307, -1.3044], [-1.7018, -1.4390, 1.1702], [-2.1593, -2.6699, -0.3306], [0.1358, -1.8166, -1.2950], [0.5199, -2.5800, 0.4889], [0.3435, 2.7253, 0.0938], [3.0306, 2.5421, -0.3223], [5.0865, 0.9807, 0.1553], [3.5389, -1.7452, -0.2550], [-1.6977, 0.7718, 1.4416], [-2.7639, 2.4988, 0.2057]],
  "forces_ev_per_angstrom": [[-0.141, 1.446, 3.887], [2.835, 0.447, -6.664], [-4.010, -2.029, 2.921], [1.457, -0.004, 1.989], [3.924, -0.090, -1.666], [1.957, 4.027, -0.502], [0.833, -1.435, -1.477], [-1.230, -3.314, 1.077], [-2.534, -1.533, 2.248], [2.531, 1.012, 0.527], [-2.647, 8.680, -0.281], [7.918, -4.651, -2.190], [-4.511, -1.847, 5.943], [1.678, 1.422, -2.639], [-0.690, 2.800, -2.587], [-0.822, -4.967, 0.758], [0.089, 0.703, -0.773], [0.686, -2.272, -0.197], [1.435, 2.896, 1.190], [0.036, -1.050, 0.407], [-1.937, 0.478, -2.193], [-0.193, 1.150, 0.187], [-0.105, 1.704, -0.078], [-4.015, -2.084, -1.367], [-3.869, -0.965, 2.012], [0.940, 0.278, -1.689], [0.385, -0.803, 1.157]],
  "mulliken_charge": [-0.62, -0.35, -0.73, -0.22, 0.01, 0.71, -1.24, -0.64, 0.53, -0.67, -0.08, -0.55, 0.46, -0.68, 0.39, 0.34, 0.30, 0.37, 0.10, 0.28, 0.28, 0.42, 0.41, 0.36, 0.40, 0.04, 0.37],
  "homo_lumo_gap_ev": 7.62,
  "total_charge": 0,
  "e_homo_ha": -0.275,
  "lumo_ev": 0.147,
  "e_tot_ha": -669.081736,
  "relative_energy_ev": 7.409
}